Record 1
{"formula": "C31H64ClF17O11Si2", "method": "the ωB97M-V functional and the def2-TZVPD basis", "molar_mass_g_mol": 1027.4, "max_force_ev_per_a": 1.37, "orbital_gap_ha": 0.3534, "e_lumo_ev": 0.45, "symbols": ["C", "C", "O", "C", "C", "O", "Si", "O", "O", "Si", "C", "C", "C", "Cl", "C", "C", "C", "F", "F", "C", "F", "F", "C", "F", "F", "C", "F", "F", "C", "F", "F", "C", "F", "F", "C", "F", "F", "C", "F", "F", "F", "H", "H", "H", "H", "H", "H", "H", "H", "H", "H", "H", "H", "H", "H", "H", "H", "H", "H", "H", "H", "H", "H", "C", "C", "O", "H", "H", "H", "H", "H", "H", "C", "C", "O", "H", "H", "H", "H", "H", "H", "C", "C", "O", "H", "H", "H", "H", "H", "H", "C", "C", "O", "H", "H", "H", "H", "H", "H", "C", "C", "O", "H", "H", "H", "H", "H", "H", "C", "C", "O", "H", "H", "H", "H", "H", "H", "C", "C", "O", "H", "H", "H", "H", "H", "H"], "positions_angstrom": [[5.6859, -2.7453, 1.0814], [5.5347, -1.2757, 0.6899], [4.2381, -0.9677, 0.2192], [3.9881, 0.4299, 0.2745], [2.5946, 0.7111, 0.7737], [1.6408, 0.7447, -0.2941], [0.0902, 0.4750, 0.1328], [-0.2393, 1.1388, 1.5921], [-0.8945, 1.0805, -1.0198], [-2.4974, 0.6031, -0.9915], [-3.6598, 1.9683, -1.4749], [-5.0412, 1.6355, -0.9136], [-6.1300, 2.6137, -1.2891], [-6.2704, 2.8462, -3.0444], [-2.7404, -0.9453, -2.0147], [-3.0243, -2.1511, -1.1058], [-3.7310, -3.2653, -1.8220], [-4.9670, -2.8317, -2.2520], [-3.0125, -3.6217, -2.9421], [-3.9845, -4.6163, -1.0185], [-5.3258, -4.8854, -0.9268], [-3.3918, -5.6417, -1.7040], [-3.3912, -4.7735, 0.4176], [-2.0338, -4.6028, 0.3278], [-3.6515, -6.0676, 0.7746], [-3.8808, -3.8836, 1.6311], [-3.0329, -2.8192, 1.7602], [-3.7679, -4.6547, 2.7550], [-5.3377, -3.3603, 1.6019], [-5.5752, -2.7028, 0.4236], [-6.1749, -4.4383, 1.6832], [-5.6549, -2.3829, 2.7722], [-5.0548, -2.7617, 3.9132], [-5.1746, -1.1561, 2.4204], [-7.1829, -2.2353, 3.0215], [-7.8630, -2.3463, 1.8561], [-7.5780, -3.2205, 3.8643], [-7.5561, -0.8688, 3.6643], [-6.7098, -0.5569, 4.6801], [-8.8195, -0.9695, 4.1498], [-7.5210, 0.1172, 2.7355], [5.9015, -2.8084, 2.1431], [4.7397, -3.2473, 0.9322], [6.4625, -3.2481, 0.5250], [6.2751, -1.0133, -0.0675], [5.7381, -0.6484, 1.5573], [4.7038, 0.8883, 0.9507], [4.1109, 0.8860, -0.7054], [2.5837, 1.6704, 1.2855], [2.3535, -0.0534, 1.5106], [-0.0929, -0.9783, 0.2878], [-0.3524, 2.0865, 1.5716], [-2.8046, 0.2666, 0.4245], [-3.7111, 2.1266, -2.5444], [-3.3030, 2.8712, -0.9831], [-5.3602, 0.6336, -1.2001], [-4.9887, 1.6381, 0.1738], [-7.0995, 2.2508, -0.9698], [-5.9750, 3.5818, -0.8282], [-1.8640, -1.0980, -2.6229], [-3.5974, -0.7493, -2.6541], [-3.6251, -1.8174, -0.2743], [-2.0767, -2.5046, -0.7197], [6.0697, 5.0139, -1.4524], [5.3925, 3.6912, -1.1551], [5.7154, 3.1920, 0.1456], [7.1526, 4.9101, -1.3742], [5.8311, 5.3632, -2.4562], [5.7610, 5.7743, -0.7336], [5.7128, 2.9173, -1.8522], [4.3046, 3.7953, -1.2446], [5.4330, 3.8506, 0.7839], [2.1180, -2.2760, -4.5665], [1.2378, -1.3935, -3.7076], [-0.1299, -1.4501, -4.1103], [2.0328, -1.9921, -5.6155], [3.1621, -2.1948, -4.2657], [1.8122, -3.3236, -4.4820], [1.5300, -0.3506, -3.8058], [1.3319, -1.6678, -2.6507], [-0.4338, -2.3580, -4.0292], [6.7375, 3.7665, -5.5651], [6.4984, 5.2648, -5.6076], [7.2008, 5.9569, -4.5791], [6.4445, 3.3645, -4.5950], [6.1685, 3.2545, -6.3418], [7.7959, 3.5402, -5.7134], [5.4453, 5.4882, -5.4444], [6.7793, 5.6659, -6.5875], [8.1386, 5.7942, -4.6979], [0.3897, -2.2666, 6.4009], [0.3885, -1.3425, 5.1967], [0.9972, -1.9347, 4.0538], [1.4089, -2.5612, 6.6506], [-0.0574, -1.7816, 7.2695], [-0.1781, -3.1758, 6.1895], [0.9656, -0.4428, 5.4023], [-0.6359, -1.0367, 4.9556], [0.5012, -2.7248, 3.8298], [6.5845, 7.4516, 2.9306], [7.0285, 7.8987, 1.5500], [6.0245, 7.6915, 0.5586], [6.3106, 6.3965, 2.9172], [7.3780, 7.5954, 3.6644], [5.7109, 8.0196, 3.2587], [7.8894, 7.3209, 1.2189], [7.3167, 8.9549, 1.5707], [5.2516, 8.2027, 0.8084], [5.7955, -6.5931, -2.7101], [5.8077, -6.2339, -1.2346], [5.0268, -5.0788, -0.9304], [6.1563, -5.7545, -3.3061], [6.4266, -7.4602, -2.9086], [4.7834, -6.8273, -3.0430], [6.8193, -5.9913, -0.9124], [5.4607, -7.0850, -0.6380], [4.1189, -5.2572, -1.1816], [-11.6412, 0.6030, 2.2063], [-10.4468, 1.5384, 2.1761], [-10.8113, 2.8779, 1.8533], [-12.1519, 0.6129, 1.2437], [-11.3351, -0.4197, 2.4305], [-12.3584, 0.9183, 2.9674], [-9.7407, 1.2303, 1.4067], [-9.9257, 1.5194, 3.1387], [-11.4217, 3.1887, 2.5246]], "forces_ev_per_a": [[-0.452, 0.549, 0.248], [0.440, -0.186, -0.005], [-0.239, -0.016, 0.122], [-0.165, -0.277, -0.116], [0.258, -0.028, -0.042], [-0.022, 0.087, 0.020], [0.539, -0.363, -0.095], [-0.094, -0.157, 0.121], [-0.414, -0.154, 0.039], [0.300, 0.096, -0.200], [0.053, -0.184, 0.509], [-0.015, -0.003, -0.068], [-0.229, -0.074, 0.217], [-0.009, 0.083, -0.322], [-0.458, 0.121, 0.501], [0.313, 0.440, -0.439], [-0.340, -0.250, -0.588], [0.789, -0.296, 0.097], [-0.486, 0.290, 0.545], [-0.257, -0.624, -0.242], [1.107, 0.102, -0.204], [-0.565, 0.628, 0.356], [0.332, -0.519, 0.200], [-0.945, -0.330, 0.160], [0.295, 0.947, -0.280], [0.599, -0.060, 0.607], [-0.681, -0.678, 0.033], [0.109, 0.566, -0.824], [-0.563, -0.453, -0.543], [0.137, -0.453, 1.061], [0.628, 0.760, -0.028], [0.172, 0.663, -0.185], [-0.230, 0.075, -0.353], [-0.076, -0.505, 0.116], [-0.239, -0.384, 0.210], [0.235, 0.111, 0.505], [0.134, 0.460, -0.445], [-0.339, 0.659, 0.308], [-0.922, -0.302, -0.974], [1.141, 0.303, -0.374], [-0.054, -0.845, 0.961], [0.160, -0.117, 0.158], [-0.096, -0.224, -0.212], [0.060, -0.166, -0.165], [0.105, 0.114, -0.170], [0.097, 0.104, 0.149], [0.061, 0.226, 0.082], [0.132, 0.088, -0.212], [-0.005, 0.224, 0.018], [-0.176, -0.157, 0.110], [-0.191, 0.001, 0.060], [-0.061, 0.396, 0.158], [-0.060, -0.036, 0.050], [0.111, 0.098, -0.253], [0.089, 0.325, -0.161], [-0.023, -0.171, -0.142], [-0.038, -0.074, 0.217], [-0.125, -0.066, 0.122], [0.140, 0.217, -0.091], [0.223, -0.079, -0.390], [-0.098, -0.055, -0.280], [-0.190, -0.157, 0.214], [0.106, -0.224, 0.194], [-0.003, -0.129, 0.149], [-0.063, 0.091, 0.092], [0.032, -0.064, -0.122], [0.024, -0.015, -0.062], [0.023, 0.019, -0.017], [-0.017, 0.013, -0.070], [0.000, -0.037, -0.001], [0.005, -0.051, -0.081], [0.015, 0.131, 0.096], [-0.073, -0.089, -0.088], [-0.042, -0.092, 0.065], [-0.011, 0.124, 0.015], [0.012, 0.033, -0.011], [0.030, -0.027, 0.041], [0.072, 0.031, 0.037], [-0.014, 0.064, 0.039], [0.044, 0.054, -0.009], [-0.007, -0.133, -0.044], [0.027, 0.043, 0.113], [0.133, -0.021, -0.009], [-0.188, -0.022, -0.070], [-0.027, -0.013, 0.006], [-0.004, 0.013, -0.019], [0.002, -0.010, -0.044], [-0.029, 0.025, -0.006], [-0.065, 0.004, -0.015], [0.154, -0.013, 0.011], [0.090, -0.042, -0.077], [-0.107, -0.088, -0.077], [0.093, 0.124, 0.118], [0.017, 0.012, 0.023], [-0.018, 0.015, -0.007], [-0.041, 0.010, 0.019], [0.007, 0.038, -0.004], [0.019, 0.066, 0.026], [-0.054, -0.119, -0.073], [-0.087, -0.061, -0.089], [-0.093, 0.074, 0.022], [0.115, -0.042, 0.143], [0.024, -0.024, 0.013], [0.016, 0.018, -0.004], [0.020, 0.032, 0.026], [0.031, -0.001, -0.028], [0.070, -0.018, -0.011], [-0.118, 0.089, 0.003], [-0.028, 0.192, 0.026], [-0.134, 0.000, 0.033], [0.265, -0.196, -0.150], [0.025, -0.005, -0.007], [0.002, -0.011, 0.032], [-0.049, -0.054, -0.010], [0.021, -0.004, 0.032], [0.060, -0.006, 0.015], [-0.185, -0.004, -0.054], [-0.029, 0.091, -0.063], [-0.111, 0.087, 0.107], [0.117, -0.149, -0.135], [0.006, -0.027, -0.024], [0.018, 0.000, 0.016], [0.013, -0.031, 0.040], [0.037, 0.014, -0.017], [0.049, -0.051, -0.017], [-0.106, 0.074, 0.090]]}


Record 2
{"formula": "C5H12O", "method": "the ωB97M-V functional and the def2-TZVPD basis", "molar_mass_g_mol": 88.1, "de_lowest_ev": 4.040, "max_force_ev_per_a": 0.89, "orbital_gap_ha": [0.3044, 0.3069], "e_lumo_ev": [0.80, 0.85], "symbols": ["C", "C", "C", "C", "O", "C", "H", "H", "H", "H", "H", "H", "H", "H", "H", "H", "H", "H"], "positions_angstrom": [[2.5017, -0.6101, -0.8255], [0.9968, -0.6187, -0.5763], [0.6488, 0.0406, 0.7554], [-1.8711, 1.6755, 0.0082], [-2.4918, 0.8257, 0.7597], [-2.6359, -0.4563, 0.6011], [2.8794, 0.4177, -0.8816], [2.7713, -1.1239, -1.7540], [3.0224, -1.1077, 0.0017], [0.6258, -1.6523, -0.5832], [0.4810, -0.1049, -1.4016], [1.2536, -0.3859, 1.5631], [0.8444, 1.1180, 0.7258], [-1.7729, 2.6694, 0.4167], [-1.3869, 1.3284, -0.8990], [-3.1988, -0.9566, 1.3735], [-0.4000, -0.1348, 1.0220], [-2.2678, -0.9242, -0.3061]], "forces_ev_per_a": [[0.078, -0.008, -0.030], [-0.025, -0.033, -0.022], [-0.002, -0.051, 0.077], [0.364, 0.438, -0.580], [-0.439, 0.248, 0.731], [-0.116, -0.656, -0.243], [-0.034, -0.145, -0.002], [-0.036, 0.088, 0.113], [-0.046, 0.063, -0.152], [0.075, 0.132, 0.018], [0.090, -0.089, 0.158], [-0.019, 0.022, -0.097], [-0.013, -0.182, 0.036], [-0.082, -0.117, -0.096], [-0.092, 0.087, 0.112], [0.046, 0.080, -0.140], [0.317, 0.083, -0.004], [-0.066, 0.042, 0.121]]}


Record 3
{"formula": "C4H12", "method": "the ωB97M-V functional and the def2-TZVPD basis", "molar_mass_g_mol": 60.1, "total_charge": 1, "de_lowest_ev": 1.670, "max_force_ev_per_a": 6.50, "orbital_gap_ha": [0.4972, 0.1202], "spin_multiplicity": 2, "e_lumo_ev": [-2.87, -11.55], "symbols": ["C", "C", "H", "H", "H", "H", "H", "H", "C", "C", "H", "H", "H", "H", "H", "H"], "positions_angstrom": [[-1.5528, -1.7223, 0.5987], [-2.2757, -1.0459, -0.5762], [-0.6694, -2.1752, 0.4321], [-1.4920, -1.0053, 1.4712], [-2.1109, -2.6375, 0.8370], [-2.7801, -0.0818, -0.2369], [-2.8402, -1.5749, -1.1743], [-1.4302, -0.6966, -1.2623], [1.5429, 0.8633, -0.5627], [2.2120, 1.7793, 0.4856], [2.1230, 0.1030, -1.1069], [0.6056, 0.5107, -0.0422], [1.3060, 1.5194, -1.3297], [2.1393, 2.8540, 0.2905], [3.3684, 1.5598, 0.5617], [1.8541, 1.7501, 1.6144]], "forces_ev_per_a": [[-3.624, 3.000, 0.596], [2.466, 3.799, 4.667], [3.659, -1.487, -0.601], [0.213, -0.856, -1.033], [-0.626, -0.339, 0.003], [0.586, -1.238, -0.710], [-2.969, -3.006, -3.021], [0.443, 0.169, 0.183], [0.508, 0.419, 1.388], [0.827, 0.234, 2.396], [-0.244, -0.412, 0.910], [0.592, -0.459, -0.399], [-0.828, 1.229, -1.644], [-0.127, -0.332, -0.522], [-1.633, -0.124, -0.093], [0.757, -0.597, -2.122]]}